[1]
The following is a DFT calculation (wB97M-V/def2-TZVPD) of a cluster of 4 separate species, C4H16N2O5 in total in a non-equilibrium geometry.

The geometry in ORCA input format:
```
! wB97M-V def2-TZVPD RIJCOSX def2/J DEFGRID3
* xyz 0 1
N 0.459 -1.201 0.634
C -0.453 -0.342 -0.132
C -1.621 -1.209 -0.702
C -2.556 -0.427 -1.614
O -2.309 -1.822 0.376
C -1.061 0.784 0.748
N -0.288 1.911 0.881
O -2.132 0.681 1.321
H -0.061 -1.946 1.118
H 1.021 -0.726 1.318
H 0.090 0.110 -0.959
H -1.193 -2.125 -1.236
H -3.398 -1.073 -1.930
H -2.978 0.402 -1.056
H -2.055 -0.114 -2.512
H -2.665 -1.112 0.965
H 0.600 1.998 0.409
H -0.636 2.706 1.406
H 2.352 0.988 1.358
H 1.602 1.358 2.650
O 2.158 0.665 2.233
H 2.161 -1.078 -2.144
H 2.007 -1.390 -0.621
O 2.572 -0.979 -1.288
H 3.355 1.856 -0.243
H 2.558 0.593 -0.680
O 2.471 1.493 -0.300
*
```

For the HOMO-LUMO gap, the calculation gives 9.872 eV. As for the highest occupied orbital energy: -9.42 eV. As for the molar mass: 172.2 u. The LUMO energy is 0.0166 Eh. As for the SMILES: C[C@H](O)[C@H](N)C(N)=O.O.O.O. The calculation puts the energy above the lowest of the compared OMol25 structures with the same formula, charge and spin at 2.9 kcal/mol. The value obtained for the largest force on an atom is 1.9 eV/Å.

[2]
The following is a DFT calculation (wB97M-V/def2-TZVPD) of a structure of composition C4H16N4 in a non-equilibrium geometry.

The geometry in ORCA input format:
```
! wB97M-V def2-TZVPD RIJCOSX def2/J DEFGRID3
* xyz 0 1
C -0.780 -0.817 0.174
C 2.228 -1.351 -0.428
C -1.366 -0.748 -1.221
C -1.810 -0.764 1.293
N 1.723 -0.012 -0.238
N 1.613 0.738 -1.245
H -0.248 -1.762 0.280
H 1.663 0.250 -2.162
H 0.531 1.908 -0.520
H 3.321 -1.293 -0.443
H 1.878 -1.811 -1.364
H 1.935 -1.966 0.421
H -0.567 -0.534 -1.947
H -2.506 -1.611 1.268
H -1.877 -1.665 -1.522
H -2.084 0.072 -1.301
H -2.400 0.156 1.240
H -1.314 -0.779 2.264
N 0.290 2.228 1.550
N -0.223 1.972 0.220
H -0.343 0.541 0.262
H 0.306 3.236 1.684
H 1.259 1.913 1.549
H -1.229 2.096 0.184
*
```

For the HOMO-LUMO gap (spin up / spin down), the calculation gives 7.600 / 7.599 eV. As for the highest occupied orbital energy (spin up / spin down): -7.05 / -7.05 eV. As for the molar mass: 120.2 u. The LUMO energy (spin up / spin down) is 0.0201 / 0.0201 Eh. The calculation puts the energy above the lowest of the compared OMol25 structures with the same formula, charge and spin at 122.0 kcal/mol. The value obtained for the largest force on an atom is 3.3 eV/Å.

Repeat the first record exactly.
The following is a DFT calculation (wB97M-V/def2-TZVPD) of a cluster of 4 separate species, C4H16N2O5 in total in a non-equilibrium geometry.

The geometry in ORCA input format:
```
! wB97M-V def2-TZVPD RIJCOSX def2/J DEFGRID3
* xyz 0 1
N 0.459 -1.201 0.634
C -0.453 -0.342 -0.132
C -1.621 -1.209 -0.702
C -2.556 -0.427 -1.614
O -2.309 -1.822 0.376
C -1.061 0.784 0.748
N -0.288 1.911 0.881
O -2.132 0.681 1.321
H -0.061 -1.946 1.118
H 1.021 -0.726 1.318
H 0.090 0.110 -0.959
H -1.193 -2.125 -1.236
H -3.398 -1.073 -1.930
H -2.978 0.402 -1.056
H -2.055 -0.114 -2.512
H -2.665 -1.112 0.965
H 0.600 1.998 0.409
H -0.636 2.706 1.406
H 2.352 0.988 1.358
H 1.602 1.358 2.650
O 2.158 0.665 2.233
H 2.161 -1.078 -2.144
H 2.007 -1.390 -0.621
O 2.572 -0.979 -1.288
H 3.355 1.856 -0.243
H 2.558 0.593 -0.680
O 2.471 1.493 -0.300
*
```

For the HOMO-LUMO gap, the calculation gives 9.872 eV. As for the highest occupied orbital energy: -9.42 eV. As for the molar mass: 172.2 u. The LUMO energy is 0.0166 Eh. As for the SMILES: C[C@H](O)[C@H](N)C(N)=O.O.O.O. The calculation puts the energy above the lowest of the compared OMol25 structures with the same formula, charge and spin at 2.9 kcal/mol. The value obtained for the largest force on an atom is 1.9 eV/Å.

Among the records above, which one has the highest molar mass? C4H16N2O5